{"formula": "C4H12IN3OP", "method": "ωB97M-V/def2-TZVPD", "symbols": ["C", "C", "I", "C", "N", "C", "N", "N", "P", "O", "H", "H", "H", "H", "H", "H", "H", "H", "H", "H", "H", "H"], "xyz": [[-2.795, 1.888, 0.317], [-2.135, 0.471, 0.474], [-2.756, -0.337, 2.403], [-0.584, 0.576, 0.505], [0.032, 0.288, -0.847], [1.307, -0.019, -0.714], [2.092, 0.751, 0.098], [1.909, -1.061, -1.404], [1.863, -2.557, -0.505], [1.544, -2.366, 0.922], [-3.827, 1.767, -0.044], [-2.165, 2.482, -0.368], [-2.817, 2.345, 1.321], [-2.526, -0.176, -0.327], [-0.352, 1.629, 0.743], [-0.141, -0.025, 1.314], [-0.473, -0.442, -1.355], [2.419, 1.641, -0.262], [2.311, 0.511, 1.057], [2.896, -0.808, -1.508], [1.020, -3.469, -1.193], [3.177, -3.089, -0.628]], "e_above_lowest_kj_mol": 154.8, "total_charge": 1}